Record 1
C42H40N2O6P2Pt | ωB97M-V/def2-TZVPD

Computed properties:
- Energy relative to the best compared isomer or geometry (same formula, charge and spin): 527.7 kJ/mol
- Net charge: 0
- Kohn-Sham gap (spin up / spin down): 4.688 / 5.630 eV
- 2S+1: 3
- LUMO energy (spin up / spin down): -1.070 / -1.620 eV

Last column: Mulliken spin population.
Atoms and positions in Å:
C (0.42847, 4.84106, 1.33271)  -0.006
H (-1.33129, -2.41006, -6.72138)  0.000
C (5.73664, 0.85796, -3.20005)  0.016
H (5.24294, -2.64873, -0.99585)  0.014
C (-3.70509, 1.34300, 2.42021)  0.000
C (2.91176, 0.03906, 2.01982)  0.031
C (-2.10303, -0.58182, 3.65886)  0.001
H (4.92255, 2.28154, -0.06628)  0.008
H (5.03289, 0.02368, 0.86945)  -0.015
H (-0.39497, 1.29433, -3.54792)  0.001
C (3.12825, 1.32612, 1.50678)  0.254
H (3.22624, -5.26797, -4.66857)  0.001
C (2.21645, 5.80586, 0.00718)  -0.007
H (4.11752, -0.27684, -4.19622)  -0.015
C (1.85862, -3.34740, -1.62326)  0.035
H (-0.48844, -0.03246, -1.13651)  -0.002
H (5.13187, 0.03827, 4.61304)  -0.001
P (1.31538, -0.81645, -2.71724)  0.205
C (2.03420, 0.81850, -3.05852)  -0.050
H (6.42427, -2.35373, -2.33135)  -0.013
H (-2.00097, 1.63042, 1.06430)  -0.001
H (6.70723, 0.28551, -3.13594)  0.015
O (-3.12329, -1.88816, 5.82233)  0.000
H (1.53382, -2.81707, -0.72756)  -0.022
C (2.81650, -5.35948, -2.56621)  -0.003
H (0.21766, 2.70930, 1.20118)  0.023
H (3.20854, -6.37350, -2.42408)  0.000
C (5.74236, 1.84355, -1.96667)  0.066
H (-0.43162, 4.93247, 2.00067)  0.000
O (0.23561, 0.75134, 1.27022)  0.055
C (-0.19734, -0.15892, 2.05373)  0.005
H (2.75187, 6.67891, -0.36293)  0.000
H (3.76343, 3.30269, 2.10307)  0.000
O (-4.06026, 3.00056, 0.84595)  0.000
C (2.44221, 1.82228, -2.22683)  0.092
H (-0.53419, -1.71620, -1.82814)  0.003
C (4.66186, -0.17160, -3.24251)  0.555
C (1.15971, 5.95926, 0.91015)  0.012
O (-5.64387, 2.56947, 2.31114)  0.000
C (-1.15156, -1.59928, -6.00433)  -0.001
H (7.17194, -0.29041, -1.11374)  0.007
H (-1.51744, -1.36005, 4.14679)  0.000
H (1.92349, 1.09871, -4.11554)  0.009
C (0.10391, -0.95665, -1.36134)  0.016
C (2.84816, -4.71015, -3.80950)  0.008
H (5.45311, 2.83248, -2.33943)  0.003
C (-2.40296, 1.09519, 1.92799)  0.000
H (-2.70046, -0.31287, -6.80644)  0.000
H (-2.24659, 1.52129, -5.16455)  0.000
H (2.43773, -2.94004, -4.97040)  0.000
H (5.78725, 1.49144, -4.12925)  0.010
H (-5.14672, 0.94554, 3.97473)  0.000
H (6.72136, -1.37520, 0.21754)  -0.002
C (4.51448, 0.42123, 3.79349)  -0.016
C (2.28565, -4.67323, -1.48200)  0.003
C (-1.90810, -0.42113, -6.05980)  0.001
H (2.16104, -0.62888, 1.62204)  0.007
Pt (3.50498, -0.28027, -0.97688)  0.235
C (5.72970, -1.88524, -1.62673)  0.080
H (0.46596, -1.38567, -0.38940)  -0.006
C (4.54123, 1.76158, 3.40472)  0.035
C (-0.61553, 0.45355, -4.21313)  -0.004
C (4.89818, 1.41207, -0.78747)  0.018
H (5.18615, 2.44591, 3.94154)  0.004
H (0.38791, -2.70834, -4.98651)  0.001
H (3.56730, -1.47101, 3.38980)  -0.001
O (-5.00954, -0.77934, 5.72998)  0.000
C (5.25361, 0.11871, -0.16595)  0.077
P (2.58109, 1.78755, -0.36774)  0.056
C (-1.59546, 0.12097, 2.55652)  -0.001
C (3.81524, 2.23318, 2.30945)  -0.025
C (-3.40424, -0.32719, 4.14864)  0.000
O (0.32017, -1.25811, 2.33672)  0.000
C (0.79625, 3.57755, 0.90239)  0.010
N (-3.87007, -1.03800, 5.29554)  0.000
H (3.89853, -2.05464, -2.68525)  0.051
C (2.38959, -3.39187, -3.96486)  0.004
C (1.92844, 3.41072, 0.07481)  0.090
C (6.33530, -0.81950, -0.66334)  -0.014
C (0.14435, -0.73725, -4.12265)  0.003
C (4.59735, -1.28336, -2.38891)  0.048
C (3.65234, -0.42373, 3.10842)  0.010
C (-0.14539, -1.75937, -5.03313)  0.004
C (2.60044, 4.53572, -0.42975)  0.011
H (2.20932, -5.14297, -0.50327)  0.000
N (-4.51649, 2.35530, 1.81368)  0.000
H (2.74910, 2.79619, -2.62190)  0.012
H (0.89518, 6.94398, 1.28848)  0.001
C (1.86895, -2.66440, -2.85173)  0.012
C (-1.64929, 0.60280, -5.14154)  0.000
C (-4.19117, 0.66339, 3.55291)  0.000
H (3.40043, 4.42160, -1.16869)  -0.006
H (6.79752, 1.92348, -1.63833)  -0.008

Record 2
C21H60N15O34P2S2 | ωB97M-V/def2-TZVPD

Computed properties:
- Net charge: -1
- Kohn-Sham gap: 5.753 eV
- LUMO energy: 1.008 eV

Last column: Mulliken charge in e.
Atoms and positions in Å:
H (3.46078, -3.56590, -1.02179)  0.540
C (1.52062, 2.43718, -4.59318)  -0.652
O (-0.01284, 2.88267, -2.91571)  -0.547
O (-6.63601, -4.62220, 5.52736)  -0.502
H (-1.55468, 8.40663, 3.44489)  0.303
H (8.93628, -0.13172, -6.98840)  0.322
H (-1.13580, 3.04331, 0.25569)  0.214
C (2.99824, 1.22109, 4.71400)  -0.672
O (-5.90169, -1.51003, 7.33859)  -0.515
C (-3.27953, 0.65165, 0.88146)  -0.840
P (4.03882, -0.95741, -1.64928)  0.212
H (3.81898, -0.80067, -0.26575)  0.000
O (-2.50036, 4.71122, 1.69517)  -0.616
O (-4.28235, -1.95893, 2.32061)  -0.507
H (-8.96697, -4.47154, 0.78543)  0.313
N (-1.79134, 4.96531, 0.73422)  1.030
H (10.21840, -0.98046, -7.92604)  0.282
H (2.47860, -2.80702, -5.66992)  -0.469
O (-4.24907, -3.41405, 0.73254)  -0.609
C (-0.79717, 9.17865, 3.54719)  -0.731
H (-9.51493, -3.83077, 2.36055)  0.259
O (-0.96922, 4.77861, 7.30694)  -0.557
H (-8.11409, -2.84666, 7.39754)  0.227
H (-3.87673, 2.01489, -4.13304)  0.314
H (13.81967, -2.73498, -4.25229)  0.274
N (3.23519, 2.64196, 5.09235)  0.919
H (-0.95224, 4.23622, -1.06034)  0.385
N (-4.25107, -3.10425, 1.90370)  0.979
H (5.79808, -3.78251, -6.83363)  0.300
H (0.54704, 6.69286, 8.24316)  0.276
S (5.87505, -1.54747, -1.99017)  -0.478
C (-8.04552, -3.91699, 7.22831)  -0.706
H (-1.63603, 3.62609, 3.54734)  0.135
O (-3.59378, 1.23759, -1.33181)  -0.570
H (3.73102, 0.29240, -2.19838)  -0.006
H (-9.00780, -4.39340, 7.39078)  0.287
O (10.96360, -1.81530, -4.15121)  -0.498
H (-2.03550, -3.26683, -2.44516)  0.342
H (-3.34765, 3.67872, -3.77332)  0.275
N (-6.36741, -0.65524, 6.61141)  0.922
N (-0.99106, 5.96002, 7.02389)  0.937
H (-7.26373, -4.36508, 7.82897)  0.299
C (12.89606, -3.03825, -3.76879)  -0.719
H (12.83496, -4.12130, -3.72329)  0.280
C (2.60596, -2.03196, -2.20312)  1.473
N (1.15194, 2.61485, -3.16578)  1.060
O (-1.71292, 0.33564, -0.80016)  -0.372
H (-3.49255, 1.66529, 1.21304)  0.310
O (3.15837, 3.48678, 4.22563)  -0.532
H (2.02653, -4.74241, -2.55098)  0.404
O (-1.90601, 10.12809, 5.33428)  -0.517
O (0.25372, -3.97613, -1.95343)  -0.336
O (-2.00465, 1.10145, 3.91054)  -0.543
H (1.23260, 3.35969, -5.09176)  0.314
O (8.66966, -3.01066, -8.30657)  -0.537
O (-0.38439, 1.51433, 5.26563)  -0.543
H (-2.18863, 2.30844, -3.59601)  0.084
O (-1.95347, 6.53995, 6.56369)  -0.524
H (9.68751, -1.63634, -6.35896)  0.174
C (0.26895, 6.73296, 7.19456)  -0.612
C (-4.21139, -4.20314, 2.89984)  -0.646
H (1.36109, -0.29274, -1.65068)  0.331
O (0.14818, 9.56010, 5.63674)  -0.583
O (1.61323, -0.48627, -3.66440)  0.043
C (-1.59390, 3.88159, -0.26319)  -0.729
C (9.38165, -1.08621, -7.24205)  -0.615
O (-1.24787, 6.03100, 0.55177)  -0.564
N (-2.62589, 2.88487, -5.56090)  0.948
P (2.11242, -1.75017, -4.81082)  0.703
O (2.00925, 2.52340, -2.31529)  -0.594
H (-2.69468, -3.70798, -0.84390)  0.260
O (3.34768, -4.46696, -7.09497)  -0.548
O (-1.49548, 2.57585, -5.85186)  -0.481
N (11.77610, -2.57397, -4.63298)  0.842
O (-3.46505, 3.31577, -6.33229)  -0.613
H (2.14886, 0.88523, 5.30171)  0.236
N (-7.68246, -4.08055, 5.79845)  0.926
H (-3.31036, -4.78189, 2.71636)  0.299
H (1.02294, 6.23268, 6.59213)  0.300
O (-7.55212, -0.42595, 6.48634)  -0.531
H (-2.49098, 0.19851, 1.46917)  0.250
O (2.94733, -2.55096, -3.44094)  -0.572
N (-2.82149, 0.73990, -0.53079)  0.861
H (-4.20810, -3.75478, 3.88570)  0.267
C (-1.89088, -3.19510, -1.36785)  -0.383
C (-3.03773, 2.70356, -4.13941)  -0.520
H (1.35218, -1.52837, -7.47641)  0.061
C (-5.40195, 0.14970, 5.81283)  -0.707
C (-8.67339, -4.22778, 1.80216)  -0.676
H (0.46390, -1.64643, -2.39664)  0.034
H (0.07100, 7.73735, 6.84206)  0.191
H (-5.10103, -4.80382, 2.74078)  0.228
H (-7.82385, -3.55680, 1.83035)  0.207
N (3.96146, -3.68823, -7.79158)  0.952
H (5.62023, -4.87113, -8.23344)  0.290
H (-1.01015, 3.81761, 5.22239)  0.184
O (-8.45471, -3.61021, 4.98109)  -0.523
H (0.95705, 1.60056, -4.98775)  0.054
O (-9.12641, -6.37082, 2.52733)  -0.573
H (-5.96578, 0.85820, 5.21878)  0.301
O (3.48044, 2.86384, 6.26103)  -0.544
C (-0.57834, -3.78027, -0.92867)  0.855
H (-4.73839, 0.64251, 6.51713)  0.312
H (-2.57709, 3.60362, -0.63555)  0.232
O (-7.15641, -5.58840, 2.90446)  -0.518
H (0.19852, 8.79564, 3.36120)  0.297
H (-2.72217, 3.38212, 4.93536)  0.299
O (3.47276, -2.76423, -8.40768)  -0.520
H (2.10129, -2.77448, -0.20778)  0.418
O (-0.29510, -4.02577, 0.22354)  -0.665
C (5.43682, -3.86950, -7.85502)  -0.770
C (1.40516, -1.08360, -2.41507)  -1.030
H (3.89055, 0.66033, 4.97438)  0.283
H (-1.88976, -2.14174, -1.08253)  -0.213
H (-4.17639, 0.04249, 0.89556)  0.366
H (5.86627, -3.10857, -8.49108)  0.297
S (1.07381, -0.64425, -6.51369)  -0.434
H (3.28858, -1.00254, -5.07700)  -0.108
H (12.77800, -2.58396, -2.79272)  0.321
C (2.45317, -3.15237, -1.17361)  -1.147
H (-4.84063, -0.54466, 5.19331)  0.217
N (-8.28181, -5.50232, 2.46279)  0.935
C (-1.70086, 3.29188, 4.57865)  -0.512
C (1.60940, -4.32708, -1.63398)  -0.871
H (-1.03431, 10.02263, 2.90672)  0.304
H (2.58714, 2.26014, -4.64272)  0.275
N (-1.33613, 1.85137, 4.59358)  0.973
N (8.34740, -1.89662, -7.93977)  0.901
N (-0.85610, 9.66498, 4.95397)  0.924
O (7.24786, -1.40886, -8.08860)  -0.542
H (2.79121, 1.18031, 3.65147)  0.312
H (1.59904, -5.09775, -0.85906)  0.403
O (11.75132, -2.99218, -5.77305)  -0.496
H (0.88644, -2.41638, -4.48461)  -0.197

Record 3
C4H3NO | ωB97M-V/def2-TZVPD

Computed properties:
- Energy relative to the best compared isomer or geometry (same formula, charge and spin): 166.1 kJ/mol
- Net charge: 0
- Kohn-Sham gap: 9.018 eV
- LUMO energy: -1.208 eV
- SMILES string: O=C1C=CN=C1

Last column: natural (NBO) charge in e.
Atoms and positions in Å:
C (-0.92641, 0.36448, -0.15744)  0.475
H (1.79411, -0.92393, 1.10461)  0.215
C (-0.18513, -0.59666, 0.83352)  -0.345
N (1.27071, 0.17603, -0.93759)  -0.293
O (-2.07575, 0.59648, -0.03811)  -0.439
H (-0.69370, -1.11227, 1.81513)  0.253
H (-0.29513, 1.31189, -1.99494)  0.210
C (1.03244, -0.48021, 0.46815)  -0.059
C (0.07885, 0.66418, -1.09334)  -0.017

Record 4
C4H4O4 | ωB97M-V/def2-TZVPD

Computed properties:
- Energy relative to the best compared isomer or geometry (same formula, charge and spin): 385.8 kJ/mol
- Net charge: 0
- Kohn-Sham gap: 9.760 eV
- LUMO energy: -0.988 eV

Last column: natural (NBO) charge in e.
Atoms and positions in Å:
C (-0.90623, 0.59255, -1.46193)  0.669
H (0.26162, -1.31525, -0.52136)  0.191
C (1.10406, -0.05890, 1.70869)  0.731
O (-1.20368, 1.76190, -1.43109)  -0.556
C (0.35596, 0.57548, 0.58960)  -0.189
O (0.99653, -1.36737, 1.80573)  -0.698
O (1.83811, 0.68832, 2.37193)  -0.514
H (-1.07027, -0.79521, -2.33630)  0.459
H (0.21957, -1.95473, 1.63106)  0.532
C (-0.16354, -0.03528, -0.47957)  -0.332
H (-0.03991, 1.89976, 0.61305)  0.290
O (-1.39220, 0.00873, -2.48981)  -0.582

- What is the formula in the second record?
  C21H60N15O34P2S2

- Which value of net charge does entry 4 give?
  0